# 1
The following is a DFT calculation (wB97M-V/def2-TZVPD) of the ion C5H15N3 with charge +2 in a non-equilibrium geometry.

Last column: natural (NBO) charge in e.
Positions of all 23 atoms, in Å:
C 1.534 -2.167 -0.705  -0.66
C 1.140 -0.744 -0.382  -0.03
N 2.226 0.220 -0.927  -0.68
C -0.251 -0.376 -0.867  -0.50
C -1.142 0.215 0.210  0.25
N -2.159 -0.578 0.592  -0.76
C -0.915 1.418 0.789  -0.25
N -1.831 2.217 1.693  -0.68
H 2.368 -2.560 -0.124  0.26
H 0.719 -2.869 -0.766  0.27
H 1.923 -2.257 -1.723  0.24
H 1.162 -0.552 0.701  0.24
H 3.029 0.195 -0.284  0.45
H 1.885 1.181 -0.978  0.44
H 2.704 -0.033 -1.802  0.46
H -0.843 -1.155 -1.415  0.28
H -0.261 0.264 -1.762  0.27
H -2.294 -1.474 0.150  0.42
H -2.864 -0.399 1.287  0.41
H -0.119 2.117 0.619  0.21
H -1.217 2.733 2.327  0.46
H -2.497 1.688 2.272  0.45
H -2.297 2.916 1.096  0.46

Output
Gap between HOMO and LUMO = 9.94 eV
Maximum force = 2.0 eV/A
Energy above the lowest of the compared OMol25 structures with the same formula, charge and spin = 1.987 eV
Lowest unoccupied orbital energy = -6.49 eV
SMILES string = C[C@@H]([NH3+])C/C(N)=C/[NH3+]
2S+1 = 1
Charge = +2
Molecular weight = 117.2 g mol⁻¹

=====

# 2
The following is a DFT calculation (wB97M-V/def2-TZVPD) of the molecule C5H5NO in a non-equilibrium geometry.

Last column: natural (NBO) charge in e.
Positions of all 12 atoms, in Å:
C 0.880 -1.997 0.837  -0.19
C 0.529 -1.144 0.063  -0.07
C 0.172 -0.023 -0.823  0.04
O -0.670 -0.379 -1.899  -0.69
C -0.479 1.143 -0.038  -0.52
C 0.068 1.384 1.299  0.28
N 0.464 1.580 2.368  -0.31
H 1.205 -2.742 1.533  0.25
H 1.093 0.334 -1.292  0.22
H -1.367 -0.960 -1.563  0.47
H -0.389 2.056 -0.633  0.26
H -1.547 0.929 0.069  0.25

Output
Gap between HOMO and LUMO = 11.27 eV
Maximum force = 1.2 eV/A
Energy above the lowest of the compared OMol25 structures with the same formula, charge and spin = 2.392 eV
Lowest unoccupied orbital energy = 0.62 eV
SMILES string = C#C[C@@H](O)CC#N
2S+1 = 1
Molecular weight = 95.1 g mol⁻¹

=====

# 3
The following is a DFT calculation (wB97M-V/def2-TZVPD) of the molecule C2H5PS3 in a non-equilibrium geometry.

Last column: natural (NBO) charge in e.
Positions of all 11 atoms, in Å:
C 1.163 -1.063 -0.921  -0.83
C 1.015 0.643 1.020  -0.80
P 0.067 -0.915 0.583  0.75
S -1.560 0.030 -0.468  -0.27
S 2.382 0.111 -0.110  0.18
S -3.804 0.157 -0.185  -0.10
H 1.723 -2.019 -1.115  0.25
H 0.943 -0.734 -1.946  0.24
H 0.629 1.622 0.872  0.23
H 1.462 0.765 1.936  0.22
H -4.021 1.402 0.333  0.14

Output
Gap between HOMO and LUMO = 7.80 eV
Maximum force = 2.9 eV/A
Energy above the lowest of the compared OMol25 structures with the same formula, charge and spin = 1.612 eV
Lowest unoccupied orbital energy = -1.07 eV
2S+1 = 1
Molecular weight = 156.2 g mol⁻¹

=====

# 4
The following is a DFT calculation (wB97M-V/def2-TZVPD) of the ion C11H18NO3 with charge +1 in a non-equilibrium geometry.

Last column: natural (NBO) charge in e.
Positions of all 33 atoms, in Å:
C 3.970 0.327 -0.403  -0.62
C 3.074 -0.901 -0.526  -0.42
C 1.587 -0.597 -0.364  -0.04
C 0.722 -1.834 -0.550  -0.64
N 1.332 -0.037 1.019  -0.51
C 1.033 1.418 1.070  -0.26
C -0.291 1.655 0.416  0.23
C -0.810 2.691 -0.305  -0.27
C -2.135 2.318 -0.627  -0.21
C -2.328 1.075 -0.085  0.16
C -3.501 0.182 -0.143  0.74
O -4.553 0.495 -0.627  -0.54
O -3.224 -1.013 0.395  -0.50
C -4.300 -1.949 0.397  -0.26
O -1.207 0.669 0.557  -0.42
H 4.995 0.051 -0.633  0.25
H 3.670 1.096 -1.110  0.22
H 3.968 0.748 0.601  0.19
H 3.214 -1.337 -1.515  0.25
H 3.374 -1.659 0.202  0.21
H 1.286 0.173 -1.080  0.23
H 0.833 -2.211 -1.563  0.25
H -0.330 -1.605 -0.397  0.24
H 1.020 -2.627 0.133  0.22
H 0.503 -0.519 1.398  0.45
H 2.138 -0.258 1.613  0.44
H 1.814 1.985 0.561  0.25
H 1.003 1.731 2.119  0.24
H -0.319 3.604 -0.570  0.25
H -2.853 2.880 -1.186  0.26
H -5.155 -1.538 0.936  0.21
H -3.926 -2.841 0.891  0.20
H -4.606 -2.173 -0.626  0.20

Output
Gap between HOMO and LUMO = 9.64 eV
Maximum force = 1.1 eV/A
Energy above the lowest of the compared OMol25 structures with the same formula, charge and spin = 0.777 eV
Lowest unoccupied orbital energy = -2.95 eV
SMILES string = CC[C@@H](C)[NH2+]Cc1ccc(C(=O)OC)o1
2S+1 = 1
Charge = +1
Molecular weight = 212.3 g mol⁻¹

=====

# 5
The following is a DFT calculation (wB97M-V/def2-TZVPD) of a structure of composition C15H31BF4MnP2.

Last column: Mulliken spin population.
Positions of all 54 atoms, in Å:
P 0.170 -1.556 1.587  -0.02
P -0.061 1.609 1.728  -0.02
C -0.149 -0.629 0.016  -0.02
C 0.360 0.819 0.099  -0.02
H -1.239 -0.655 -0.162  0.01
H 0.326 -1.154 -0.831  0.01
H 1.460 0.860 0.003  0.00
H -0.077 1.438 -0.706  0.00
C -1.725 2.277 1.469  0.00
H -1.984 2.901 2.332  0.00
H -2.455 1.464 1.391  0.00
H -1.759 2.887 0.558  0.00
C 1.030 3.052 1.906  0.00
H 0.985 3.690 1.011  0.00
H 2.064 2.716 2.073  0.00
H 0.695 3.625 2.784  0.00
C -0.934 -3.000 1.537  0.00
H -0.714 -3.659 2.382  0.00
H -0.823 -3.567 0.604  0.00
H -1.976 -2.669 1.631  0.00
C 1.853 -2.187 1.354  0.01
H 2.575 -1.367 1.380  0.00
H 1.960 -2.718 0.404  0.00
H 2.098 -2.871 2.170  0.00
Mn -0.048 -0.057 3.607  4.86
C 0.551 1.735 -3.717  0.00
C -0.761 1.790 -3.471  0.00
C -1.837 1.003 -4.160  0.00
C -1.416 -0.343 -4.787  0.00
C -0.734 -1.300 -3.850  0.00
C 0.570 -1.372 -3.557  0.00
C 1.668 -0.541 -4.150  0.00
C 1.267 0.847 -4.696  0.00
C 0.168 -1.999 4.417  0.12
H 1.221 2.441 -3.210  0.00
H -1.142 2.544 -2.771  0.00
H -2.294 1.612 -4.957  0.00
H -2.645 0.819 -3.437  0.00
H -2.344 -0.838 -5.117  0.00
H -0.832 -0.161 -5.694  0.00
H -1.419 -2.042 -3.421  0.00
H 0.923 -2.174 -2.897  0.00
H 2.154 -1.094 -4.971  0.00
H 2.451 -0.407 -3.388  0.00
H 2.204 1.362 -4.960  0.00
H 0.713 0.728 -5.632  0.00
H 1.010 -1.831 5.115  0.00
H 0.358 -2.906 3.830  -0.03
H -0.772 -2.106 4.995  0.00
F -0.287 0.952 5.397  0.05
B -0.121 0.586 6.937  0.01
F 1.239 0.390 7.118  0.00
F -0.683 1.650 7.604  0.00
F -0.849 -0.595 7.105  0.00

Output
Gap between HOMO and LUMO (alpha / beta) = 6.28 / 7.80 eV
Maximum force = 1.0 eV/A
Lowest unoccupied orbital energy (alpha / beta) = 0.10 / -0.19 eV
2S+1 = 6
Expectation value of S² = 8.759
Molecular weight = 415.1 g mol⁻¹

=====

# 6
The following is a DFT calculation (wB97M-V/def2-TZVPD) of a cluster of 2 separate species, CH4ClO2P in total in a non-equilibrium geometry.

Last column: natural (NBO) charge in e.
Positions of all 9 atoms, in Å:
O -0.710 -0.971 -0.841  -0.96
P -1.662 -0.655 0.426  0.88
Cl -2.554 1.122 -0.010  -0.31
H 0.128 -1.134 -0.602  0.49
H -2.652 -1.475 -0.050  -0.09
C 1.896 0.804 0.262  0.28
O 2.648 -0.010 -0.177  -0.50
H 1.051 0.400 0.892  0.09
H 1.854 1.918 0.101  0.12

Output
Gap between HOMO and LUMO = 10.22 eV
Maximum force = 5.2 eV/A
Energy above the lowest of the compared OMol25 structures with the same formula, charge and spin = 0.793 eV
Lowest unoccupied orbital energy = 0.57 eV
SMILES string = OPCl.C=O
2S+1 = 1
Molecular weight = 114.5 g mol⁻¹

=====

# 7
The following is a DFT calculation (wB97M-V/def2-TZVPD) of a structure of composition C20H30B2N2O20Sr in a non-equilibrium geometry.

Last column: Löwdin charge in e.
Positions of all 75 atoms, in Å:
Sr 1.728 0.359 1.014  1.60
O -3.721 -1.304 -6.208  0.10
C -3.612 -0.761 -5.076  -0.31
O -2.571 -0.100 -4.555  0.22
B -2.764 0.233 -3.143  -0.78
O -4.132 -0.337 -2.889  0.21
C -4.641 -0.905 -3.953  -0.34
O -5.800 -1.427 -3.996  0.09
O -2.687 1.687 -2.768  0.23
C -1.588 1.890 -2.001  -0.33
O -1.204 2.984 -1.585  0.12
C -0.949 0.544 -1.733  -0.32
O -1.713 -0.357 -2.256  0.26
O 0.128 0.484 -1.057  -0.04
O -7.487 -0.581 1.706  0.10
C -6.382 -0.151 1.294  -0.30
O -5.285 0.182 2.003  0.20
B -4.252 0.786 1.124  -0.85
O -4.823 0.708 -0.257  0.22
C -6.000 0.128 -0.201  -0.40
O -6.729 -0.097 -1.111  0.18
O -3.936 2.177 1.441  0.28
C -2.684 2.297 1.739  -0.38
O -2.090 3.322 2.061  0.13
C -2.031 0.949 1.576  -0.32
O -2.980 0.082 1.313  0.27
O -0.811 0.719 1.600  -0.01
C 0.249 -0.838 4.119  -0.09
O 0.989 -1.147 2.977  -0.33
C 1.298 -2.527 2.771  -0.17
C 2.135 -2.687 1.473  -0.16
N 1.508 -2.059 0.238  -0.16
C 0.378 -2.823 -0.301  -0.14
C 0.893 -3.949 -1.255  -0.20
O 1.888 -3.429 -2.105  -0.22
C 2.165 -4.271 -3.271  -0.05
H -0.746 -1.270 4.017  0.11
H 0.076 0.231 4.243  0.08
H 0.778 -1.182 5.009  0.10
H 0.430 -3.185 2.723  0.13
H 1.895 -2.874 3.614  0.13
H 2.395 -3.723 1.254  0.12
H 3.140 -2.311 1.664  0.11
H 2.114 -2.280 -0.539  0.07
H -0.178 -2.099 -0.897  0.10
H -0.357 -3.128 0.445  0.13
H 0.079 -4.418 -1.808  0.13
H 1.402 -4.730 -0.692  0.12
H 3.115 -3.971 -3.715  0.09
H 1.310 -4.229 -3.945  0.10
H 2.303 -5.322 -3.014  0.08
C 1.794 2.337 4.258  -0.08
O 1.498 2.422 2.868  -0.29
C 1.290 3.726 2.360  -0.18
C 1.235 3.712 0.786  -0.12
N 2.314 2.770 0.297  -0.16
C 2.336 2.816 -1.173  -0.19
C 3.404 1.877 -1.713  -0.16
O 3.252 0.485 -1.286  -0.31
C 4.318 -0.375 -1.719  -0.07
H 0.853 2.346 4.807  0.10
H 2.439 3.119 4.659  0.10
H 2.186 1.338 4.450  0.08
H 2.127 4.283 2.781  0.12
H 0.409 4.195 2.799  0.13
H 1.300 4.750 0.461  0.13
H 0.308 3.282 0.405  0.10
H 3.188 3.150 0.633  0.12
H 2.629 3.814 -1.499  0.14
H 1.383 2.501 -1.599  0.11
H 4.393 2.140 -1.340  0.12
H 3.363 1.807 -2.800  0.14
H 5.259 -0.097 -1.245  0.09
H 4.383 -0.274 -2.803  0.10
H 4.099 -1.414 -1.474  0.08

Output
Gap between HOMO and LUMO = 7.09 eV
Maximum force = 5.4 eV/A
Energy above the lowest of the compared OMol25 structures with the same formula, charge and spin = 1.943 eV
Lowest unoccupied orbital energy = -1.47 eV
2S+1 = 1
Molecular weight = 727.7 g mol⁻¹

=====

# 8
The following is a DFT calculation (wB97M-V/def2-TZVPD) of a structure of composition C13H22Br3Cl4CuO5 in a non-equilibrium geometry.

Last column: Mulliken spin population.
Positions of all 48 atoms, in Å:
Cu 3.216 -1.607 -1.041  0.01
C -0.370 0.685 -0.920  0.01
C -0.172 -0.802 -0.947  -0.02
O 1.096 -1.231 -0.888  0.78
H 0.312 1.217 -1.586  0.00
H -0.133 1.095 0.067  0.01
H -1.378 0.997 -1.176  0.00
H -0.587 -1.229 -1.897  0.14
H -0.824 -1.367 -0.257  0.08
O 3.794 0.243 -0.093  0.00
C 4.214 1.090 0.672  0.00
O 5.478 1.460 0.636  0.00
C 5.711 2.626 1.466  0.00
C 4.342 3.083 1.995  0.00
C 3.410 1.889 1.649  0.00
H 6.183 3.387 0.848  0.00
H 6.404 2.372 2.263  0.00
H 3.937 3.957 1.494  0.00
H 4.414 3.242 3.066  0.00
H 2.442 2.192 1.266  0.00
H 3.247 1.273 2.538  0.00
O -1.360 -0.001 4.506  0.00
C -2.336 -0.056 3.841  0.00
O -3.533 0.383 4.270  0.00
C -4.569 0.185 3.281  0.00
C -3.840 -0.133 1.974  0.00
C -2.508 -0.677 2.475  0.01
H -5.136 1.114 3.305  0.00
H -5.251 -0.609 3.593  0.00
H -3.764 0.806 1.423  0.00
H -4.341 -0.867 1.347  0.00
H -1.623 -0.647 1.849  0.00
H -2.657 -1.738 2.722  0.00
C -0.809 -3.065 -4.463  0.01
Cl -0.542 -4.249 -5.731  0.00
Cl -1.878 -1.746 -4.945  0.00
H -1.179 -3.552 -3.567  0.00
H 0.157 -2.633 -4.215  0.00
C -0.347 -4.950 -0.157  0.00
Cl -0.568 -5.440 1.524  0.00
Cl -1.699 -5.436 -1.188  0.00
H -0.189 -3.879 -0.192  0.00
H 0.520 -5.481 -0.533  0.00
C -1.350 3.626 -3.974  0.00
Br -1.805 5.492 -4.001  0.00
Br -1.058 2.985 -5.768  0.00
Br -2.654 2.515 -3.077  0.00
H -0.416 3.481 -3.456  0.00

Output
Gap between HOMO and LUMO (alpha / beta) = 7.64 / 6.08 eV
Maximum force = 1.3 eV/A
Lowest unoccupied orbital energy (alpha / beta) = -4.68 / -6.24 eV
2S+1 = 2
Charge = +1
Expectation value of S² = 0.755
Molecular weight = 703.4 g mol⁻¹

=====

# 9
The following is a DFT calculation (wB97M-V/def2-TZVPD) of a structure of composition C42H47HgN6O12PS2Sb2.

Last column: Löwdin charge in e.
Positions of all 113 atoms, in Å:
Hg -0.162 0.613 0.352  0.57
C 2.806 3.569 -2.813  -0.08
C 1.476 2.920 -3.143  -0.35
O 0.531 3.921 -3.477  -0.31
P -0.939 3.870 -2.684  0.79
S -3.114 1.683 -1.814  0.16
S -4.120 3.339 -1.457  -0.12
O -1.268 5.475 -2.860  -0.32
C -1.276 6.233 -1.658  -0.35
C 0.128 6.606 -1.211  -0.10
H 3.573 2.810 -2.636  0.06
H 2.717 4.189 -1.919  0.06
H 3.127 4.202 -3.642  0.07
H 1.119 2.319 -2.295  0.07
H 1.587 2.241 -3.997  0.10
H -1.799 5.675 -0.873  0.08
H -1.860 7.131 -1.873  0.11
H 0.674 5.717 -0.895  0.05
H 0.085 7.301 -0.366  0.06
H 0.675 7.075 -2.031  0.07
O 7.110 -2.224 2.879  0.05
N 6.176 -1.789 3.527  -0.34
O 6.310 -1.295 4.633  0.06
C 4.823 -1.897 2.956  -0.09
C 4.721 -2.687 1.864  0.05
C 3.474 -2.885 1.213  -0.15
C 3.372 -3.621 0.016  -0.01
C 2.153 -3.726 -0.588  -0.04
C 1.047 -3.128 0.042  -0.14
N 1.108 -2.462 1.172  0.14
C 2.313 -2.309 1.746  -0.15
C 2.422 -1.454 2.923  -0.14
N 1.285 -0.887 3.362  0.13
C 1.352 -0.012 4.334  -0.13
C 2.554 0.358 4.947  -0.07
C 3.718 -0.244 4.548  -0.01
C 3.683 -1.200 3.512  -0.07
H 5.610 -3.159 1.471  0.13
H 4.263 -4.056 -0.422  0.12
H 2.024 -4.219 -1.542  0.10
H 0.070 -3.180 -0.427  0.05
H 0.413 0.434 4.645  0.10
H 2.560 1.105 5.730  0.10
H 4.652 0.017 5.013  0.10
C -2.343 -0.710 5.057  -0.38
Sb -2.585 -1.001 2.917  1.21
C -4.434 0.100 2.860  -0.33
C -3.545 -2.970 3.210  -0.34
C -4.819 -3.175 2.458  -0.30
C -6.024 -2.862 3.091  -0.08
C -7.248 -2.993 2.456  -0.11
C -7.284 -3.464 1.151  -0.11
C -6.100 -3.797 0.516  -0.07
C -4.854 -3.660 1.136  -0.29
C -3.625 -4.017 0.377  -0.34
Sb -2.645 -2.297 -0.646  1.28
C -2.233 -3.500 -2.386  -0.32
C -4.475 -1.500 -1.413  -0.33
H -3.214 -1.098 5.588  -0.01
H -2.250 0.358 5.266  -0.01
H -1.446 -1.218 5.411  -0.02
H -4.989 -0.027 3.790  0.00
H -5.046 -0.249 2.029  0.00
H -4.209 1.154 2.700  0.00
H -3.737 -3.024 4.283  0.04
H -2.793 -3.720 2.963  0.04
H -5.989 -2.497 4.112  0.10
H -8.162 -2.729 2.975  0.09
H -8.228 -3.574 0.631  0.09
H -6.129 -4.175 -0.500  0.10
H -3.859 -4.734 -0.412  0.05
H -2.860 -4.455 1.021  0.04
H -3.163 -3.936 -2.757  0.00
H -1.533 -4.302 -2.146  -0.01
H -1.795 -2.861 -3.150  -0.01
H -5.113 -2.307 -1.776  0.00
H -4.223 -0.811 -2.217  -0.04
H -5.001 -0.939 -0.641  0.00
C 2.926 3.549 3.072  -0.01
C 2.761 2.999 1.671  -0.41
O 1.821 3.313 0.982  0.02
C 3.785 2.034 1.159  -0.15
C 3.453 1.257 0.052  -0.04
C 4.364 0.346 -0.459  -0.06
C 5.622 0.228 0.116  -0.09
C 5.963 1.003 1.218  -0.09
C 5.040 1.893 1.748  -0.04
H 2.001 4.045 3.355  0.08
H 3.741 4.276 3.099  0.08
H 3.163 2.752 3.782  0.06
H 2.472 1.375 -0.393  0.04
H 4.085 -0.263 -1.311  0.11
H 6.341 -0.474 -0.289  0.10
H 6.944 0.908 1.668  0.10
H 5.307 2.491 2.610  0.11
O -0.062 1.631 -8.015  0.04
N 0.561 0.827 -7.337  -0.37
O 1.555 0.235 -7.753  0.02
C 0.113 0.559 -5.999  -0.16
C -0.972 1.270 -5.462  0.07
C -1.408 1.016 -4.198  -0.12
C -0.846 -0.035 -3.380  -0.35
O -1.357 -0.463 -2.337  -0.27
C 0.347 -0.623 -3.962  -0.08
C 0.786 -0.383 -5.239  0.05
N 1.142 -1.524 -3.146  -0.32
O 1.326 -1.234 -1.975  -0.01
O 1.635 -2.518 -3.671  0.04
N -2.576 1.824 -3.742  -0.48
O -3.516 1.804 -4.539  -0.10
O -1.913 3.369 -3.866  -0.35
H -1.469 2.036 -6.038  0.13
H 1.647 -0.901 -5.633  0.12

Output
Gap between HOMO and LUMO = 3.45 eV
Maximum force = 0.7 eV/A
Energy above the lowest of the compared OMol25 structures with the same formula, charge and spin = 3.567 eV
Lowest unoccupied orbital energy = 2.24 eV
2S+1 = 1
Charge = -2
Molecular weight = 1367.1 g mol⁻¹

=====

Which formula does entry 7 have?
C20H30B2N2O20Sr

=====

Which value of 2S+1 does entry 4 give?
1

=====

Among the records above, which one has the lowest maximum force?
C42H47HgN6O12PS2Sb2